This record from the Open Molecules 2025 dataset describes a 3-piece molecular cluster, C5H14N2O overall in a non-equilibrium geometry. The level of theory is ωB97M-V/def2-TZVPD.

Structure (XYZ):
```
22
Properties=species:S:1:pos:R:3:forces:R:3:nbo_charge:R:1
C -1.03581 0.03245 1.08273 -1.0871 0.1103 -0.0719 0.264
C 2.17518 -0.88702 0.82418 0.0562 0.0998 -0.0866 -0.412
C -0.89557 0.66182 2.42871 0.2520 0.0251 -0.0066 -0.683
N 1.36288 0.26819 0.45887 0.1966 0.1546 -0.1881 -0.852
N -1.70640 0.49996 0.10060 0.0570 0.1958 0.7170 -0.685
H 1.80352 1.12782 0.77274 0.0010 -0.0965 -0.0895 0.353
H -0.77322 -1.01774 1.00814 0.3095 -0.0204 -0.0655 0.176
H -2.03487 1.45844 0.19871 0.1613 0.0112 0.2124 0.353
H -1.47578 -0.07108 -1.21408 0.2728 -0.8035 -1.8378 0.355
H 3.17989 -0.88137 0.38354 -0.0570 -0.0554 0.0592 0.181
H 2.27827 -0.93950 1.91044 0.0079 -0.0555 -0.0186 0.181
H 1.66806 -1.79260 0.48642 0.0446 -0.0332 0.0413 0.188
H -1.61179 0.20952 3.11788 -0.0576 -0.0078 -0.0479 0.232
H 0.10159 0.47370 2.82110 0.0065 0.0155 0.0443 0.234
H -1.06914 1.73619 2.39298 -0.0276 0.0153 -0.0259 0.216
C -0.12946 0.31886 -2.85683 0.3301 0.4672 0.2206 0.433
C -1.07179 -0.63997 -2.33830 -0.3107 0.0900 1.2498 -0.840
O 1.00828 0.51862 -2.43493 -0.4257 -0.1538 -0.3474 -0.637
H 1.26688 0.32745 -0.56335 0.0889 -0.0034 0.3470 0.410
H -0.53944 1.01342 -3.61861 0.1341 -0.0272 -0.0871 0.099
H -1.89737 -0.87080 -3.00576 -0.0806 0.1274 0.0231 0.216
H -0.60389 -1.54637 -1.95519 0.1280 -0.0555 -0.0419 0.219
```
Forces are in eV/Å.

Calculated values
* energy relative to the best compared isomer or geometry (same formula, charge and spin): 310.6 kJ/mol
* LUMO: 0.959 eV
* SMILES: [H]/N=C\C.CC=O.CN
* largest force on an atom: 0.0394 Eh/bohr
* HOMO energy: -8.59 eV
* orbital gap: 9.55 eV

This record from the Open Molecules 2025 dataset describes C22H16N5O2PdS as an isolated structure in a non-equilibrium geometry. The level of theory is ωB97M-V/def2-TZVPD.

Structure (XYZ):
```
47
Properties=species:S:1:pos:R:3:forces:R:3:lowdin_spin:R:1
Pd 0.32416 -2.18646 -0.71545 -0.8258 -0.3686 -0.0816 1.391
O -3.75336 -2.30638 -1.63850 0.1413 0.0636 -0.1618 0.028
C -2.55365 -2.20472 -1.58839 -0.2580 0.2155 -0.1542 0.014
N -1.71805 -2.79764 -0.68440 1.3550 0.4079 0.0139 0.218
C -2.10896 -3.57344 0.36974 -0.2297 -0.1565 0.3336 0.014
O -3.23457 -3.90929 0.64422 0.2700 -0.0642 0.0493 0.028
C -0.93984 -4.01222 1.25486 -0.1357 -0.3310 0.3246 0.004
C -1.21802 -4.77302 2.38462 0.0712 0.1279 -0.2119 0.002
C -0.17854 -5.13129 3.22840 0.0966 0.0980 -0.2255 0.000
C 1.11624 -4.76135 2.89480 -0.0588 0.0384 -0.1708 0.002
C 1.32455 -4.05020 1.72339 0.2277 -0.1041 0.2259 0.008
N 0.31961 -3.67137 0.93864 -0.2278 0.5227 -0.3923 0.067
C -1.81274 -1.32771 -2.59961 -0.2913 0.1534 -0.3386 0.004
C -2.56550 -0.64022 -3.54489 0.1578 -0.1379 0.1524 0.001
C -1.92287 0.20345 -4.43694 0.1809 -0.1659 0.1402 0.000
C -0.53957 0.29943 -4.38953 0.0081 -0.1482 0.1047 0.002
C 0.14886 -0.45728 -3.45368 0.1245 0.2056 -0.2202 0.008
N -0.47369 -1.23350 -2.57004 0.0046 -0.1902 0.6189 0.063
H -2.24111 -5.06308 2.56981 -0.0635 0.0648 0.0260 0.001
H -0.36863 -5.69907 4.12417 -0.0483 -0.0752 0.1178 0.000
H 1.95497 -5.02088 3.52068 0.0714 -0.0529 0.0197 0.000
H 2.32661 -3.78280 1.39803 -0.1555 0.0320 0.1018 0.001
H -3.63457 -0.78934 -3.55381 -0.0525 0.0411 0.0624 0.001
H -2.48478 0.76502 -5.16515 -0.0860 0.0710 -0.0803 0.000
H 0.00327 0.94030 -5.06649 0.0468 0.0000 -0.0602 0.000
H 1.23517 -0.45103 -3.41739 -0.1589 0.0743 0.0402 0.001
S 2.12033 3.40647 2.57854 -0.2507 0.1242 -0.4048 0.000
C 1.61137 1.93370 1.70458 0.1809 0.1245 0.1933 -0.004
C 2.44769 1.37535 0.74597 -0.2112 -0.2205 0.0311 0.006
C 2.04346 0.20936 0.12251 0.3801 0.1799 -0.0944 0.015
N 0.88738 -0.38478 0.40809 -0.3320 -0.4969 -0.3495 0.108
C 0.07306 0.15871 1.31170 -0.2383 0.0931 0.2342 0.006
C 0.39860 1.32132 1.98883 0.1372 -0.1729 -0.1776 0.004
C 1.40079 4.55339 1.37932 0.2286 -0.2777 0.4683 0.000
C 2.15313 5.00765 0.31121 -0.1067 0.1493 -0.0888 0.000
C 1.55174 5.91851 -0.54980 0.3633 -0.3488 0.1890 0.000
N 0.31713 6.34422 -0.38280 -0.3797 0.6576 -0.6509 0.000
C -0.39598 5.90407 0.63207 -0.0210 -0.3540 0.4233 0.000
C 0.10064 4.99143 1.55539 -0.0158 0.1577 -0.1512 0.000
H 3.39011 1.84017 0.50629 0.1054 -0.0297 -0.0407 0.001
H 2.67104 -0.27398 -0.62163 -0.0461 0.0773 0.0542 0.006
H -0.86253 -0.35724 1.49910 0.0632 0.0173 -0.0261 0.001
H -0.26850 1.74373 2.72317 -0.0800 -0.0368 0.0573 0.001
H 3.16796 4.67868 0.15631 0.1279 0.0018 0.0242 0.000
H 2.08610 6.32201 -1.39707 0.1284 0.0134 -0.1004 0.000
H -1.39876 6.29513 0.71990 -0.1460 0.0135 0.0548 0.000
H -0.49975 4.64619 2.38123 -0.0515 0.0064 0.1208 0.000
```
Forces are in eV/Å.

Calculated values
* LUMO (alpha / beta): -3.227 / -5.246 eV
* largest force on an atom: 0.0275 Eh/bohr
* multiplicity: 3
* charge: +1
* HOMO energy (alpha / beta): -12.08 / -12.15 eV
* orbital gap (alpha / beta): 8.85 / 6.91 eV

This record from the Open Molecules 2025 dataset describes a 2-piece molecular cluster, C6H12N overall in a non-equilibrium geometry. The level of theory is ωB97M-V/def2-TZVPD.

Structure (XYZ):
```
19
Properties=species:S:1:pos:R:3:forces:R:3:lowdin_spin:R:1
C -0.48466 2.10467 0.61322 1.1124 1.9705 -1.4695 0.005
C -0.62867 1.37353 -0.72426 -3.1708 0.3335 2.3869 0.008
C -1.03140 -0.07207 -0.56896 1.3218 -1.6786 -1.6358 0.021
C 0.01395 -1.07943 0.03804 -2.4449 4.0800 -0.4263 0.094
C -0.51893 -1.85457 1.05720 2.0219 -0.9295 0.3416 0.308
C 1.25015 -1.01763 -0.76280 2.5853 -1.9231 2.4897 0.417
N 1.55330 -0.31345 0.34703 -3.0836 -1.5573 -0.3598 0.052
H -0.35569 3.16555 0.33544 0.2759 -0.2340 0.2287 0.000
H -1.36358 2.20007 1.25083 -0.3403 -0.9712 -0.1743 0.001
H 0.41588 1.81722 1.14360 -0.2325 -0.2578 0.3830 0.001
H -1.14130 1.96893 -1.47477 -0.0011 -0.2819 -0.2680 0.000
H 0.54210 1.41759 -1.10152 2.3904 0.1122 -0.8905 0.004
H -2.01672 -0.11152 -0.10433 0.0850 0.5217 0.6372 0.002
H -1.23545 -0.65654 -1.48452 -0.0682 0.9778 -0.3438 0.001
H -1.44272 -1.58059 1.54501 -0.3454 -0.1734 -0.3382 0.012
H 0.04029 -2.69545 1.46235 -0.1020 -0.0121 0.0940 0.014
H 1.95902 -1.79865 -1.04184 -0.3142 -0.1036 -0.9824 0.040
H 1.09778 1.75870 -1.63924 -1.1588 -0.3874 0.5290 0.001
H 1.92189 -0.86610 1.13962 1.4690 0.5144 -0.2015 0.018
```
Forces are in eV/Å.

Calculated values
* energy relative to the best compared isomer or geometry (same formula, charge and spin): 715.2 kJ/mol
* LUMO (alpha / beta): -11.555 / -11.671 eV
* largest force on an atom: 0.0929 Eh/bohr
* multiplicity: 2
* charge: +2
* HOMO energy (alpha / beta): -19.04 / -20.84 eV
* orbital gap (alpha / beta): 7.49 / 9.17 eV

This record from the Open Molecules 2025 dataset describes C46H36BrF4FeN5O3PS2 as an isolated structure. The level of theory is ωB97M-V/def2-TZVPD.

Structure (XYZ):
```
99
Properties=species:S:1:pos:R:3:forces:R:3:mulliken_charge:R:1
Fe 0.18404 -0.75454 0.47963 0.4276 0.1642 0.3586 -0.473
O 2.18735 0.41417 3.87803 -0.0079 0.0489 0.0374 -0.689
C 1.72891 0.28450 2.75872 0.0672 -0.0412 0.0158 -0.328
N 0.60600 -0.37958 2.36230 0.1567 0.0912 0.3322 2.402
C -0.14139 -1.02939 3.30576 -0.0373 -0.1224 0.0348 -1.114
O 0.14076 -1.29239 4.45778 0.0254 0.0038 -0.0401 -0.656
C -1.45359 -1.47671 2.73448 0.0068 -0.0784 0.0297 0.251
C -2.49123 -1.83070 3.57857 0.0392 -0.0205 -0.0045 -0.530
C -3.69042 -2.23068 3.02006 -0.0301 -0.0022 -0.0227 -0.966
C -3.78904 -2.28557 1.63808 -0.0135 0.0042 0.0227 -1.531
C -2.69127 -1.93744 0.87366 0.0055 -0.0442 0.0425 -0.629
N -1.53493 -1.51968 1.39986 -0.0859 0.1172 -0.1518 1.115
C 2.41998 0.94037 1.59938 0.0232 -0.1540 -0.0596 0.722
C 3.34969 1.93487 1.85536 0.0326 -0.0691 0.0110 -0.929
C 3.96179 2.56122 0.78805 0.0455 0.0518 -0.0012 -1.070
C 3.63330 2.13988 -0.48815 0.0187 -0.0299 -0.0930 -0.768
C 2.70775 1.12178 -0.64716 0.0503 -0.0126 0.2456 -0.330
N 2.08214 0.52330 0.37121 -0.1642 0.1971 -0.0615 1.453
H -2.32424 -1.78089 4.64504 0.0035 -0.0006 -0.0002 0.614
H -4.53045 -2.50232 3.64562 0.0010 -0.0060 0.0003 0.462
H -4.69728 -2.60708 1.14800 0.0010 0.0002 -0.0074 0.589
H -2.74222 -1.99399 -0.20200 -0.0217 -0.1077 0.1032 0.878
H 3.55683 2.19155 2.88485 -0.0192 -0.0171 0.0031 0.613
H 4.67845 3.35692 0.94459 -0.0027 -0.0051 -0.0001 0.484
H 4.08438 2.58510 -1.36415 -0.0064 -0.0103 -0.0061 0.575
H 2.47170 0.76976 -1.62416 -0.2379 -0.1961 -0.5742 -0.177
F -0.86416 -6.61999 -4.72592 -0.0023 0.0029 0.0080 -0.274
C -0.78208 -5.46902 -4.08094 0.0009 -0.0161 -0.0216 0.630
C -0.50729 -4.30223 -4.75717 -0.0078 -0.0021 0.0306 0.370
F -0.31557 -4.32045 -6.06970 0.0028 0.0102 0.0020 -0.285
C -0.43036 -3.10781 -4.06138 0.0778 0.0352 -0.0675 -0.120
F -0.13026 -2.05986 -4.84088 -0.3461 -0.0492 -0.0820 -0.455
C -0.61340 -2.99292 -2.67748 -0.0277 -0.0112 -0.0781 0.405
P -0.49119 -1.29541 -1.87412 -0.0268 -0.1014 -0.0517 1.615
C -2.06931 -0.48592 -2.37746 -0.0616 -0.0819 -0.1153 0.661
C -2.53609 -0.41100 -3.69649 -0.0066 -0.0112 0.1686 -0.443
C -3.75362 0.18163 -3.98608 0.0064 -0.0153 -0.0166 -0.978
C -4.53984 0.70983 -2.96965 -0.0098 -0.0035 -0.0270 -0.845
C -4.08823 0.65608 -1.66345 0.0579 0.0223 0.0155 -0.807
C -2.86233 0.06908 -1.37648 0.0511 0.2100 0.0484 0.503
C 0.76553 -0.59535 -2.98795 0.1231 0.2919 0.1758 0.921
C 0.59317 0.64200 -3.59715 0.1079 0.0201 0.1032 -0.535
C 1.59659 1.16598 -4.40321 0.0194 -0.0118 0.0229 -0.971
C 2.76869 0.45309 -4.60909 -0.0091 0.0140 0.0077 -0.687
C 2.94358 -0.78398 -3.99804 -0.0273 0.0158 0.0539 -1.037
C 1.95066 -1.30440 -3.18325 0.1522 0.1693 0.1325 -0.225
C -0.87392 -4.21025 -2.02151 -0.0352 -0.0060 -0.0754 -0.224
Br -1.12429 -4.40383 -0.17583 -0.0986 -0.0135 0.0496 0.045
C -0.96072 -5.41012 -2.71315 0.0195 0.0013 0.0100 0.088
F -1.21388 -6.55075 -2.07914 -0.0025 0.0023 0.0077 -0.313
H -1.94974 -0.79352 -4.51045 0.1786 -0.1459 -0.1653 0.512
H -4.09096 0.22847 -5.01316 0.0040 -0.0028 0.0007 0.458
H -5.49418 1.16506 -3.20027 0.0045 -0.0004 -0.0043 0.429
H -4.67891 1.08204 -0.86209 -0.0089 0.0029 0.0061 0.586
H -2.49968 0.08170 -0.36023 -0.0276 0.0583 -0.1670 -0.750
H -0.32334 1.19954 -3.45274 0.0000 0.0029 0.0028 0.272
H 1.45450 2.12859 -4.87718 0.0056 -0.0043 -0.0073 0.465
H 3.54333 0.85588 -5.24852 -0.0050 -0.0041 0.0001 0.415
H 3.85488 -1.34495 -4.16103 -0.0023 0.0007 -0.0019 0.487
H 2.09753 -2.26226 -2.69717 -0.0128 -0.0112 0.0017 0.495
O -0.71255 1.13784 0.33318 -0.1953 -0.2138 -0.4788 0.125
S -0.37730 2.36855 1.14042 0.1633 -0.0242 0.3640 0.529
C -0.89098 3.74246 0.12696 -0.0366 -0.0264 -0.0585 0.888
C -1.44551 3.51326 -1.11896 -0.0437 0.0139 0.0039 0.055
C -1.79449 4.60347 -1.90628 -0.0085 -0.0297 0.0020 -1.059
C -1.58178 5.89337 -1.44528 0.0107 0.0081 0.0065 -0.613
C -1.01181 6.10565 -0.19503 -0.0094 -0.0005 -0.0065 -0.813
C -0.65437 5.02749 0.59695 -0.0004 0.0087 -0.0026 -0.592
C -1.60016 2.42989 2.43616 -0.0030 -0.0044 0.0005 0.690
C -2.79289 1.73795 2.29398 -0.0317 0.0447 0.0014 0.017
C -3.71298 1.77308 3.32988 -0.0039 -0.0165 -0.0326 -0.669
C -3.43453 2.48946 4.48703 0.0185 0.0086 0.0103 -0.631
C -2.22951 3.16447 4.62095 -0.0155 -0.0044 0.0121 -0.796
C -1.29736 3.12926 3.59417 0.0230 -0.0442 0.0232 -0.626
H -1.60533 2.49979 -1.45770 -0.0042 -0.0650 -0.0190 0.121
H -2.23660 4.43823 -2.88028 0.0045 0.0084 0.0037 0.490
H -1.85527 6.73920 -2.06172 -0.0001 0.0005 0.0012 0.411
H -0.84017 7.11258 0.16049 -0.0008 0.0016 -0.0022 0.415
H -0.19940 5.19119 1.56646 -0.0007 -0.0194 0.0080 0.432
H -2.98763 1.17469 1.39063 -0.0042 0.0151 0.0030 0.028
H -4.64807 1.23656 3.23471 -0.0027 0.0025 0.0029 0.517
H -4.15489 2.51150 5.29375 -0.0020 -0.0012 -0.0002 0.413
H -2.00550 3.70289 5.53168 -0.0013 -0.0004 -0.0002 0.424
H -0.33833 3.62009 3.70911 0.0053 -0.0041 -0.0159 0.441
S 1.61886 -2.73631 0.46301 -0.0817 0.0368 0.0131 -0.329
C 2.96359 -2.46155 1.51566 -0.0379 0.0401 -0.0375 0.150
N 4.16737 -2.21990 0.99823 -0.0003 -0.0099 0.0124 -0.033
C 5.38319 -2.07381 1.79606 -0.0302 0.0039 -0.0459 -0.737
C 5.01466 -1.51136 3.15779 -0.0012 -0.0078 0.0251 -0.202
C 3.92822 -2.36287 3.78853 -0.0434 0.0040 -0.0325 -0.759
N 2.83846 -2.55249 2.83042 -0.0479 0.0589 -0.0278 0.015
H 4.20724 -2.19052 -0.00665 0.0067 0.0159 -0.0027 0.209
H 6.05484 -1.40347 1.26171 0.0060 -0.0043 0.0095 0.439
H 5.87924 -3.04296 1.89378 0.0080 0.0063 0.0162 0.323
H 4.64949 -0.48959 3.05260 -0.0097 0.0473 -0.0092 -0.049
H 5.89099 -1.49145 3.80391 -0.0013 -0.0067 -0.0036 0.434
H 3.50639 -1.87348 4.66357 0.0029 0.0180 0.0158 0.411
H 4.31841 -3.34106 4.08011 0.0015 0.0165 0.0296 0.411
H 1.90434 -2.68952 3.18497 -0.0038 -0.0062 0.0297 0.141
```
Forces are in eV/Å.

Calculated values
* energy relative to the best compared isomer or geometry (same formula, charge and spin): 40.9 kJ/mol
* LUMO (alpha / beta): -2.347 / -2.339 eV
* largest force on an atom: 0.0127 Eh/bohr
* charge: +1
* HOMO energy (alpha / beta): -10.62 / -10.51 eV
* orbital gap (alpha / beta): 8.27 / 8.17 eV

This record from the Open Molecules 2025 dataset describes one molecule with the formula C4H12N2O in a non-equilibrium geometry. The level of theory is ωB97M-V/def2-TZVPD.

Structure (XYZ):
```
19
Properties=species:S:1:pos:R:3:forces:R:3:nbo_charge:R:1
N -0.98908 0.54723 1.09672 1.3417 1.0749 0.5003 -0.862
C 0.27178 0.48081 0.26135 -1.6026 -1.6257 -1.8294 -0.075
C 0.52491 -1.04077 -0.08553 -1.0466 -0.0504 -0.4705 -0.428
C 0.85461 -1.98121 1.06646 0.0701 0.1128 0.8050 -0.066
O -0.14079 -1.98983 2.09625 -0.0458 -0.0064 -0.4053 -0.755
C -0.10618 0.98316 -1.18708 2.2766 -1.9062 -1.1432 -0.220
N -0.54812 2.31981 -1.40277 0.2191 1.2488 -0.7852 -0.841
H -1.70818 0.74618 0.41574 -0.4149 0.1101 0.2107 0.360
H -0.97849 1.36458 1.74932 0.0713 -0.9677 -0.8837 0.379
H -0.76863 -1.27936 1.88701 0.0939 0.1322 0.1376 0.495
H 1.17167 0.91004 0.68485 -0.1775 0.4162 0.2923 0.204
H -0.47629 -1.37128 -0.58172 1.7004 0.1703 0.8837 0.193
H 1.31212 -1.12990 -0.87680 -0.5458 0.0876 0.6713 0.216
H 1.80964 -1.67005 1.58059 -0.5594 -0.4756 -0.7932 0.160
H 0.90586 -3.02342 0.68714 0.4151 0.5822 0.1431 0.174
H 0.83795 0.75642 -1.89207 -1.8926 0.2256 1.4599 0.166
H -0.89609 0.26276 -1.51961 0.5611 0.6088 0.2015 0.180
H -1.30441 2.32432 -2.09149 0.2263 0.0628 0.4284 0.360
H 0.22773 2.79052 -1.88837 -0.6905 0.1997 0.5768 0.360
```
Forces are in eV/Å.

Calculated values
* energy relative to the best compared isomer or geometry (same formula, charge and spin): 185.5 kJ/mol
* LUMO: 0.749 eV
* SMILES: NC[C@@H](N)CCO
* largest force on an atom: 0.0619 Eh/bohr
* HOMO energy: -9.28 eV
* orbital gap: 10.03 eV

- Which of these has the lowest largest force on an atom?
  C46H36BrF4FeN5O3PS2